# C5H11Cl4O

A 3-piece molecular cluster, C5H11Cl4O overall (ωB97M-V/def2-TZVPD, OMol25).

```
! RIJCOSX wB97M-V def2-TZVPD def2/J DEFGRID3
* xyz -1 1
C 15.577 -10.975 14.211
O 14.632 -9.939 14.157
H 15.173 -11.853 14.715
H 15.883 -11.339 13.230
H 16.470 -10.717 14.781
Cl 18.941 -11.243 13.042
C 18.580 -12.553 14.152
C 18.554 -11.934 15.570
Cl 20.008 -11.001 16.035
H 19.309 -13.361 14.087
H 17.595 -12.919 13.862
H 18.453 -12.798 16.226
H 17.724 -11.235 15.675
Cl 12.249 -10.681 16.483
C 13.474 -11.962 16.643
C 13.350 -12.796 17.932
Cl 14.219 -11.987 19.295
H 14.374 -11.366 16.492
H 13.439 -12.554 15.729
H 13.845 -13.750 17.751
H 12.321 -12.920 18.271
*
```

Orbital gap (eV): 5.414
E_HOMO (eV): -2.4
E_tot (Eh): -2113.079516
Relative energy (zero: lowest compared OMol25 entry of this formula, charge and spin) (kJ/mol): 0.0

So, what does the Mulliken scheme give us? The charges, in e, come out as: -0.511 -0.871 0.112 0.246 0.112 -0.175 -0.405 -0.236 -0.226 0.358 0.239 0.332 0.054 -0.181 -0.347 -0.265 -0.222 0.083 0.349 0.255 0.299

---

# C5H11ClHoNPrSe

C5H11ClHoNPrSe as an isolated structure (ωB97M-V/def2-TZVPD, OMol25).

```
! RIJCOSX wB97M-V def2-TZVPD def2/J DEFGRID3
* xyz -1 7
Pr 0.273 0.525 -2.069
Cl 0.825 -1.494 -0.371
C 2.510 1.483 -1.957
C -0.976 -1.230 -3.327
H 2.693 1.927 -2.957
H 2.657 2.288 -1.226
H 3.309 0.757 -1.773
H -1.004 -0.935 -4.395
H -2.021 -1.395 -3.033
H -0.515 -2.225 -3.295
Ho -0.186 -0.106 1.555
C -2.016 -1.093 2.426
C -0.743 1.459 0.018
H -2.916 -0.622 1.997
H -2.000 -2.167 2.173
H -2.038 -0.994 3.527
H -1.807 1.246 -0.322
H -0.757 2.551 -0.086
Se 1.988 0.768 5.663
C 1.530 -0.113 4.239
N 1.194 -0.631 3.215
*
```

Orbital gap (spin up / spin down) (eV): 6.190 / 6.192
E_HOMO (spin up / spin down) (eV): -4.1 / -4.1
E_tot (Eh): -4578.486142

So, what does the Mulliken scheme give us? The charges, in e, come out as: 1.068 -0.461 -1.335 -1.319 0.288 0.328 0.309 0.292 0.326 0.285 1.087 -1.238 -1.335 0.302 0.266 0.283 0.236 0.333 -0.267 0.221 -0.668

---

# C5H11ClLaNScSe

C5H11ClLaNScSe as an isolated structure (ωB97M-V/def2-TZVPD, OMol25).

```
! RIJCOSX wB97M-V def2-TZVPD def2/J DEFGRID3
* xyz -1 1
La 0.148 -0.094 1.423
Cl -0.313 1.934 -0.044
C -1.982 -0.219 1.957
H -1.874 -0.695 2.942
H -2.484 -0.835 1.269
H -2.359 0.779 2.055
Sc 0.486 0.290 -1.541
C 2.441 0.815 -2.009
C -0.772 0.102 -3.160
C 0.352 -1.318 -0.242
H -1.132 -0.929 -3.151
H -1.589 0.815 -3.092
H -0.136 0.293 -4.030
H 3.076 0.001 -1.653
H 2.455 0.876 -3.104
H 2.710 1.766 -1.552
H -0.459 -1.979 -0.297
H 1.376 -1.621 -0.086
Se 0.001 0.000 6.278
C 0.002 0.000 4.653
N 0.053 0.018 3.386
*
```

Orbital gap (eV): 5.500
E_HOMO (eV): -3.0
E_tot (Eh): -3905.577054

So, what does the Mulliken scheme give us? The charges, in e, come out as: 1.266 -0.465 -1.363 0.307 0.418 0.260 0.257 -1.126 -1.160 -1.007 0.249 0.263 0.321 0.246 0.318 0.240 0.381 0.054 -0.256 0.832 -1.036

---

What is the E_tot in the third record? -3905.577054 Eh